{
  "formula": "C43H32HoN5OS9",
  "method": "wB97M-V/def2-TZVPD",
  "orbital_gap_ha": [0.2512, 0.2514],
  "s2": 6.004,
  "e_tot_ha": -6538.81496,
  "max_force_ev_per_a": 1.42,
  "e_homo_ev": [-7.15, -7.15],
  "total_charge": 0,
  "multiplicity": 5,
  "symbols": ["Ho", "S", "C", "C", "C", "C", "C", "C", "S", "C", "C", "C", "C", "C", "C", "C", "S", "C", "C", "C", "C", "C", "C", "S", "N", "H", "H", "H", "H", "H", "H", "H", "H", "H", "H", "H", "H", "H", "H", "H", "C", "O", "C", "C", "C", "C", "C", "C", "C", "N", "C", "C", "N", "C", "C", "C", "C", "N", "C", "C", "N", "C", "C", "C", "C", "H", "H", "H", "H", "H", "H", "H", "H", "H", "H", "H", "H", "H", "H", "C", "S", "C", "C", "S", "S", "C", "S", "S", "H", "H", "H"],
  "xyz": [[0.3787, 0.5126, 2.0305], [-0.2577, 3.2749, 1.6382], [-0.5077, 3.6107, 3.3323], [-1.6882, 4.1745, 3.8105], [-1.8638, 4.3817, 5.1647], [-0.8687, 4.0311, 6.0629], [0.3278, 3.5060, 5.6020], [0.5112, 3.3020, 4.2477], [2.0102, 2.7029, 3.4901], [2.8346, 1.7648, 4.8164], [2.0232, 0.6309, 5.3740], [2.5509, -0.1271, 6.4151], [1.7986, -1.1627, 6.9368], [0.5083, -1.3485, 6.4741], [0.0357, -0.5217, 5.4594], [-1.3869, -0.6277, 5.0178], [-1.9013, 0.8316, 4.0278], [-3.1862, 0.0825, 3.0404], [-4.4574, 0.6310, 3.1093], [-5.4902, 0.0883, 2.3714], [-5.2486, -1.0154, 1.5650], [-3.9863, -1.5600, 1.4900], [-2.9190, -1.0080, 2.2030], [-1.3433, -1.7379, 2.0640], [0.8101, 0.3961, 4.8669], [-2.4614, 4.4397, 3.1053], [-2.7811, 4.8231, 5.5253], [-1.0140, 4.1796, 7.1228], [1.1082, 3.2611, 6.3058], [3.1414, 2.4490, 5.6105], [3.7342, 1.3804, 4.3318], [3.5328, 0.0954, 6.8011], [2.2072, -1.8067, 7.7024], [-0.1320, -2.1109, 6.8877], [-2.0573, -0.6888, 5.8756], [-1.5262, -1.5089, 4.3776], [-4.6241, 1.4816, 3.7493], [-6.4812, 0.5064, 2.4386], [-6.0523, -1.4580, 0.9962], [-3.7858, -2.4319, 0.8858], [0.7332, -1.3680, -11.9483], [0.0529, -0.3009, -11.3275], [0.1395, -0.1790, -9.9803], [0.8583, -1.0374, -9.1503], [0.8651, -0.8345, -7.7873], [0.1550, 0.2161, -7.2040], [-0.5532, 1.0812, -8.0415], [-0.5590, 0.8867, -9.4049], [0.1514, 0.2973, -5.7595], [0.9465, -0.4229, -4.9997], [0.5826, -0.1641, -3.7213], [-0.4782, 0.7478, -3.6935], [-0.7304, 1.0327, -5.0078], [-1.1138, 1.1481, -2.4919], [-2.2016, 2.0310, -2.4046], [-2.7488, 2.2978, -1.1738], [-2.1958, 1.7012, -0.0388], [-1.1608, 0.8770, -0.0853], [-0.6206, 0.5833, -1.2842], [0.4427, -0.4007, -1.3123], [0.7503, -1.0183, -0.1518], [1.5465, -2.0705, -0.2031], [2.2251, -2.4823, -1.3497], [2.0194, -1.7899, -2.5177], [1.0585, -0.7719, -2.5285], [0.5335, -1.2713, -13.0136], [0.3643, -2.3368, -11.5992], [1.8124, -1.3162, -11.7759], [1.4017, -1.8720, -9.5635], [1.4176, -1.5012, -7.1456], [-1.0935, 1.9213, -7.6314], [-1.1127, 1.5473, -10.0529], [-1.4470, 1.6419, -5.3648], [-2.6013, 2.4927, -3.2957], [-3.5913, 2.9623, -1.0691], [-2.6124, 1.8992, 0.9417], [1.6516, -2.6321, 0.7129], [2.8906, -3.3292, -1.3088], [2.5383, -2.0325, -3.4311], [1.2517, -3.6847, 3.1791], [2.1375, -2.1131, 3.4977], [3.4513, -2.2183, 2.3311], [3.8277, -1.1923, 1.5266], [3.1927, 0.3890, 1.4884], [5.1134, -1.5887, 0.3767], [5.3141, -3.2662, 0.8148], [6.3320, -4.2865, 0.0532], [4.3241, -3.7388, 2.1729], [0.9535, -4.0829, 4.1431], [1.9240, -4.3805, 2.6852], [0.3720, -3.4962, 2.5718]],
  "forces_ev_per_angstrom": [[-0.2, -0.1, -0.3], [0.0, -0.4, -0.3], [0.4, 0.1, 0.1], [0.2, 0.0, 0.0], [-0.1, 0.1, 0.1], [0.0, 0.0, 0.1], [0.0, 0.0, 0.0], [0.1, 0.2, -0.2], [0.0, -0.5, 0.2], [-0.3, 0.5, -0.4], [0.1, -0.2, 0.2], [-0.2, 0.1, -0.1], [0.0, 0.0, -0.1], [0.0, 0.2, -0.1], [0.1, 0.1, 0.1], [-0.6, 0.1, -0.2], [0.3, -0.5, -0.3], [0.2, 0.1, 0.2], [-0.1, 0.0, 0.0], [-0.1, 0.0, -0.1], [-0.1, 0.0, 0.0], [0.1, 0.0, 0.0], [0.1, -0.1, 0.2], [0.5, 0.2, -0.2], [-0.1, -0.2, 0.1], [-0.1, 0.0, -0.1], [-0.1, 0.0, 0.0], [0.0, 0.0, 0.1], [0.1, 0.0, 0.1], [0.0, -0.1, 0.0], [0.0, 0.0, 0.0], [0.1, 0.0, 0.0], [0.0, 0.0, 0.1], [-0.1, -0.1, 0.1], [0.1, 0.0, 0.1], [0.0, 0.1, 0.2], [-0.1, 0.1, 0.2], [-0.1, 0.1, 0.0], [-0.1, 0.0, 0.0], [0.0, 0.0, -0.1], [0.1, -0.2, -0.1], [-0.1, 0.3, 0.2], [-0.1, 0.1, 0.3], [0.0, 0.0, -0.4], [-0.1, 0.2, 0.2], [0.0, -0.2, -0.7], [0.2, -0.2, 0.2], [0.0, -0.1, -0.3], [0.1, -0.1, 0.6], [0.2, -0.1, -0.4], [-1.0, 1.0, 0.0], [1.0, -0.7, 0.2], [0.0, 0.1, -0.3], [-0.1, 0.1, 0.6], [0.1, -0.1, 0.3], [0.0, -0.1, -0.2], [-0.1, -0.2, 0.1], [0.2, 0.3, 0.2], [-0.2, 0.2, -0.4], [0.4, -0.3, -0.3], [0.1, 0.3, 0.1], [-0.2, 0.0, 0.2], [-0.1, 0.1, -0.3], [-0.1, 0.0, 0.3], [-0.2, 0.0, 0.5], [0.0, 0.0, 0.1], [0.0, 0.0, 0.0], [0.0, 0.0, 0.0], [0.1, -0.1, 0.0], [0.0, -0.1, 0.1], [-0.1, 0.1, 0.0], [0.0, 0.1, -0.1], [0.1, -0.1, 0.0], [-0.1, 0.1, -0.1], [-0.1, 0.1, 0.0], [0.1, 0.0, -0.1], [0.1, 0.1, 0.0], [0.1, -0.1, 0.1], [0.0, -0.1, -0.1], [0.1, 0.3, 0.0], [0.0, -0.2, -0.3], [0.2, 0.0, -0.2], [0.1, -0.9, 0.2], [-0.4, 0.9, 0.1], [-0.2, -0.3, 0.5], [-0.1, 0.3, 0.2], [0.1, -0.1, -0.1], [0.2, 0.4, -0.4], [0.0, -0.1, 0.1], [-0.1, -0.1, 0.1], [0.0, -0.1, 0.0]]
}

---

{
  "formula": "C2H8N4",
  "method": "wB97M-V/def2-TZVPD",
  "e_above_lowest_ev": 3.589,
  "smiles": "C/C(=N/N)NN",
  "orbital_gap_ha": 0.3380,
  "e_tot_ha": -299.89882,
  "max_force_ev_per_a": 7.78,
  "e_homo_ev": -8.19,
  "total_charge": 0,
  "symbols": ["C", "C", "N", "N", "N", "N", "H", "H", "H", "H", "H", "H", "H", "H"],
  "xyz": [[-1.8326, -0.4636, 0.1187], [-0.4154, -0.1513, -0.1737], [0.3655, -1.0942, 0.2058], [1.7181, -0.9116, -0.0707], [-0.0736, 1.0257, -0.4851], [0.9282, 1.6213, 0.3143], [-2.4761, 0.1813, -0.6504], [-2.1665, 0.0156, 1.0337], [-1.8980, -1.6205, 0.1113], [2.2179, -1.8732, 0.1647], [1.8550, -0.9232, -1.2496], [-0.8854, 1.7361, -0.5888], [1.7927, 1.1465, 0.0064], [0.8701, 1.3111, 1.2635]],
  "forces_ev_per_angstrom": [[-1.8, 0.1, -2.1], [-1.7, -5.7, 3.2], [-0.1, -1.0, -0.6], [3.0, -2.6, -3.4], [-0.7, 7.6, -1.5], [1.8, 0.5, -1.4], [0.9, -2.1, 1.0], [0.2, -0.3, 0.6], [-0.7, 2.3, -0.1], [-1.5, 2.6, -0.5], [-0.5, 0.2, 3.9], [1.9, -1.8, 0.0], [-0.3, 0.6, 0.3], [-0.6, -0.4, 0.8]]
}

---

{
  "formula": "C3H2F3O3S",
  "method": "wB97M-V/def2-TZVPD",
  "e_above_lowest_ev": 0.000,
  "orbital_gap_ha": 0.2644,
  "e_tot_ha": -1039.08906,
  "max_force_ev_per_a": 3.54,
  "e_homo_ev": -4.01,
  "total_charge": -1,
  "symbols": ["C", "C", "C", "O", "O", "O", "F", "F", "F", "S", "H", "H"],
  "xyz": [[-0.6937, -0.7924, 0.7615], [0.1897, -0.3657, -0.4532], [1.5633, 0.1432, -0.1649], [-1.9297, -1.1612, 0.3483], [-0.2927, -1.0448, 1.8700], [-0.2390, -0.4681, -1.6154], [2.4785, -0.8456, -0.3255], [1.9631, 1.0183, -1.1736], [1.8495, 0.6694, 1.0098], [-1.1390, 1.8839, 0.6871], [-1.7395, -1.0170, -0.6070], [-2.0105, 1.9800, -0.3370]],
  "forces_ev_per_angstrom": [[0.1, -0.8, 0.6], [-3.0, 0.9, -0.5], [2.9, 1.1, -1.7], [1.3, 0.2, -1.0], [0.3, 0.3, -0.3], [1.1, -0.4, 2.0], [-0.3, -1.0, 0.2], [-0.9, -0.2, 1.2], [-0.7, 0.3, -0.1], [0.4, -0.1, -0.2], [-1.3, -0.2, -0.3], [0.2, -0.1, 0.0]]
}

---

{
  "formula": "C15H14KN4O4",
  "method": "wB97M-V/def2-TZVPD",
  "orbital_gap_ha": 0.2688,
  "e_tot_ha": -1700.04292,
  "max_force_ev_per_a": 0.53,
  "e_homo_ev": -4.76,
  "total_charge": -1,
  "symbols": ["K", "O", "C", "C", "C", "C", "C", "C", "C", "O", "N", "N", "C", "C", "C", "C", "C", "C", "N", "H", "H", "H", "H", "H", "H", "H", "H", "H", "H", "N", "C", "C", "O", "O", "H", "H", "H", "H"],
  "xyz": [[-1.6754, 0.5014, -0.2288], [4.0088, -0.3775, 2.1472], [3.1810, -0.0810, 3.1895], [3.7290, 0.0944, 4.4600], [2.9252, 0.3612, 5.5544], [1.5519, 0.4449, 5.3883], [1.0148, 0.2692, 4.1248], [1.7978, 0.0238, 2.9989], [1.0554, -0.1008, 1.6792], [-0.1561, -0.3852, 1.7375], [1.8036, 0.1472, 0.6052], [1.0196, 0.1705, -0.5162], [1.6601, 0.1762, -1.6206], [0.9646, 0.2254, -2.9066], [1.7379, 0.2104, -4.0747], [1.1150, 0.2385, -5.3082], [-0.2700, 0.2804, -5.3451], [-0.9545, 0.2963, -4.1389], [-0.3755, 0.2713, -2.9464], [4.9033, -0.4468, 2.4933], [4.8051, 0.0124, 4.5822], [3.3768, 0.4948, 6.5297], [0.9027, 0.6439, 6.2310], [-0.0533, 0.3121, 3.9576], [2.7509, 0.1295, -1.6214], [2.8154, 0.1753, -3.9844], [1.7014, 0.2274, -6.2184], [-0.8189, 0.3034, -6.2762], [-2.0388, 0.3341, -4.1319], [-3.7247, -1.4351, -0.5969], [-5.0191, -0.8255, -0.9303], [-5.0977, 0.7240, -0.7975], [-6.2269, 1.2025, -0.9590], [-4.0201, 1.3129, -0.5374], [-3.8356, -2.4437, -0.5863], [-3.4640, -1.1995, 0.3571], [-5.8493, -1.2274, -0.3360], [-5.2403, -1.0612, -1.9746]],
  "forces_ev_per_angstrom": [[0.2, 0.1, -0.2], [-0.1, 0.0, 0.0], [0.1, 0.0, -0.1], [0.0, 0.0, 0.0], [0.0, 0.0, 0.0], [0.0, 0.0, 0.1], [0.0, 0.0, -0.1], [0.0, 0.0, 0.0], [0.2, 0.0, 0.4], [-0.2, 0.0, 0.1], [-0.3, 0.0, -0.4], [0.4, 0.0, 0.1], [0.0, 0.0, 0.1], [0.2, 0.0, -0.1], [-0.1, 0.0, 0.0], [0.0, 0.0, 0.1], [0.0, 0.0, -0.1], [-0.2, 0.0, 0.0], [0.2, 0.0, 0.1], [0.0, 0.0, 0.0], [0.0, 0.0, 0.0], [0.0, 0.0, 0.0], [0.0, 0.0, 0.0], [0.0, 0.0, 0.0], [0.0, 0.0, 0.0], [0.0, 0.0, 0.0], [0.0, 0.0, 0.0], [0.0, 0.0, 0.0], [0.0, 0.0, 0.0], [0.1, -0.1, 0.2], [-0.3, 0.0, -0.1], [0.0, -0.3, 0.0], [-0.1, 0.0, -0.1], [0.1, 0.2, 0.1], [0.1, 0.0, -0.1], [-0.3, 0.0, 0.0], [0.0, 0.0, 0.0], [0.0, 0.0, 0.0]]
}

---

{
  "formula": "C9H10O2",
  "method": "wB97M-V/def2-TZVPD",
  "e_above_lowest_ev": 0.000,
  "smiles": "CC(=O)c1c(C)cccc1O",
  "orbital_gap_ha": 0.3482,
  "e_tot_ha": -499.43179,
  "max_force_ev_per_a": 0.44,
  "e_homo_ev": -8.85,
  "total_charge": 0,
  "symbols": ["C", "C", "O", "C", "C", "C", "C", "C", "C", "C", "O", "H", "H", "H", "H", "H", "H", "H", "H", "H", "H"],
  "xyz": [[-2.6329, -0.8850, 0.4656], [-1.7178, 0.1325, -0.1934], [-2.1959, 1.1196, -0.7213], [-0.2266, -0.0457, -0.1475], [0.6158, 1.0815, -0.0488], [0.0941, 2.4957, 0.0099], [2.0000, 0.9059, -0.0025], [2.5593, -0.3625, -0.0560], [1.7514, -1.4838, -0.1573], [0.3695, -1.3254, -0.2035], [-0.4530, -2.4097, -0.3306], [-3.5719, -0.3802, 0.7061], [-2.1721, -1.3230, 1.3603], [-2.8317, -1.7044, -0.2284], [-0.2836, 2.8184, -0.9584], [-0.7353, 2.5719, 0.7095], [0.8864, 3.1849, 0.3230], [2.6374, 1.7768, 0.0859], [3.6391, -0.4800, -0.0027], [2.1751, -2.4796, -0.1930], [0.0926, -3.2080, -0.4169]],
  "forces_ev_per_angstrom": [[0.2, 0.1, 0.1], [-0.3, 0.2, -0.1], [0.2, -0.4, 0.2], [0.4, -0.3, 0.0], [0.2, 0.1, -0.1], [0.1, 0.0, 0.1], [-0.2, -0.3, 0.0], [0.1, 0.0, 0.1], [-0.2, 0.2, 0.0], [-0.1, 0.4, 0.0], [0.3, -0.3, 0.0], [0.2, -0.1, 0.0], [-0.2, 0.1, -0.2], [0.0, 0.1, 0.0], [0.0, 0.0, 0.0], [-0.1, 0.1, 0.0], [-0.1, -0.2, 0.0], [0.0, 0.0, 0.0], [-0.2, 0.0, 0.0], [0.0, 0.0, 0.0], [-0.2, 0.3, 0.1]]
}

---

What is the formula in the fourth record? C15H14KN4O4

---

What is the formula in the third record? C3H2F3O3S